[1]
Formula: C4H27NO9
Source: the Open Molecules 2025 dataset
Level of theory: ωB97M-V with the def2-TZVPD basis set

Its lowest unoccupied orbital energy is 0.23 eV. As for the HOMO-LUMO gap: 9.729 eV. The calculated total energy is -900.4240 Ha.

```
! wB97M-V def2-TZVPD RIJCOSX def2/J DEFGRID3
* xyz 0 1
C -1.2230 -3.0558 -0.2415
N -0.6961 -1.7377 0.0958
C -1.1094 -0.7415 -0.8035
C -0.3369 -0.9558 -2.2017
C -0.7573 0.6976 -0.2244
O -1.2185 1.6444 -1.2121
H -2.2490 -3.1579 -0.7167
H -1.2175 -3.8018 0.6628
H -0.6195 -3.6960 -1.0038
H -1.1209 -1.4185 1.0015
H -2.2666 -0.7498 -1.0184
H -0.9597 -1.7523 -2.8132
H 0.7519 -1.3331 -2.0318
H -0.4245 -0.1604 -3.0142
H -1.2122 0.9759 0.6248
H 0.3772 0.8431 -0.0623
H -0.8157 2.5291 -1.0313
O -3.7597 1.0909 -0.2986
H -3.1272 0.8606 0.3476
H -3.1933 1.2733 -0.9777
O 2.2850 -1.0151 0.4374
H 2.8087 -0.7297 -0.3542
H 1.3843 -1.1098 0.2385
O 2.2438 1.8143 1.4507
H 2.6988 1.7818 2.3123
H 2.3153 1.0341 0.9939
O 3.1197 0.2036 -2.1001
H 2.3172 0.5796 -2.4929
H 3.6824 0.0117 -2.7310
O 0.0779 4.1711 0.4288
H 0.9088 3.6606 0.6994
H -0.2121 4.6739 1.1692
O 1.0808 2.4017 -2.4679
H 1.2053 3.3003 -2.3070
H 0.2137 2.1231 -2.2008
O -1.5419 -1.2824 3.2976
H -1.8598 -0.8412 4.1010
H -0.7384 -1.8240 3.5906
O 0.8581 -2.3262 3.8143
H 1.3260 -1.4563 4.0784
H 1.0045 -2.5252 2.9605
*
```



[2]
Formula: C4H28BO22
Source: the Open Molecules 2025 dataset
Level of theory: ωB97M-V with the def2-TZVPD basis set

Its lowest unoccupied orbital energy is 1.57 eV. As for the HOMO-LUMO gap: 9.533 eV. The calculated total energy is -1849.7007 Ha.

```
! wB97M-V def2-TZVPD RIJCOSX def2/J DEFGRID3
* xyz -1 1
O 2.8392 -1.2960 -0.6147
C 1.8168 -1.0473 0.0131
O 0.5925 -1.0974 -0.4070
B -0.3425 -0.3560 0.4646
O 0.4457 -0.2100 1.7248
C 1.6825 -0.4679 1.5030
O 2.6217 -0.3217 2.2462
O -1.6490 -1.0423 0.7446
C -2.6285 -0.2966 0.2172
O -3.7943 -0.6123 0.1586
C -2.0464 1.1179 -0.1717
O -0.7105 1.0106 0.0678
O -2.6005 2.1012 -0.6367
O -1.3423 3.7823 2.2869
H -1.3043 3.6344 1.3420
H -2.1782 4.2274 2.4267
O 1.3327 -4.4896 -0.6930
H 1.8953 -4.9899 -0.1019
H 0.7139 -4.0433 -0.1149
O 4.9982 -3.1325 -1.3484
H 4.1198 -2.8448 -1.0996
H 5.5128 -3.0547 -0.5450
O -4.6428 -0.4634 2.9529
H -4.8277 -0.3922 2.0164
H -5.4737 -0.2514 3.3783
O 1.4481 2.6827 -1.0066
H 1.3385 2.1630 -1.8030
H 0.7110 3.2932 -1.0152
O 1.1261 0.3653 -2.6939
H 0.4558 0.5389 -3.3549
H 0.6632 -0.1050 -2.0005
O 4.9110 1.4170 2.8904
H 4.0895 0.9472 3.0342
H 4.6468 2.3273 2.7572
O -6.5860 -0.7375 0.4031
H -5.6958 -0.5632 0.0974
H -7.1384 -0.5758 -0.3616
O 1.8610 -1.7451 4.5352
H 2.2784 -0.9737 4.1517
H 2.4573 -2.0190 5.2321
O -3.7595 -3.3982 -0.5757
H -2.8528 -3.4447 -0.2723
H -4.0815 -2.5607 -0.2422
O 2.4108 -2.9423 -3.2988
H 2.2128 -3.3646 -2.4629
H 2.5845 -2.0290 -3.0711
O -0.5663 3.8721 -2.4620
H -0.8803 3.0814 -2.9005
H -1.3280 4.2001 -1.9841
O -3.4616 4.7832 -1.1951
H -3.2991 5.2564 -0.3791
H -3.5023 3.8629 -0.9348
O 4.9916 0.4450 -2.3998
H 4.5936 0.0640 -1.6171
H 5.3413 -0.3052 -2.8806
*
```



[3]
Formula: C4H28N2O10
Source: the Open Molecules 2025 dataset
Level of theory: ωB97M-V with the def2-TZVPD basis set

Its lowest unoccupied orbital energy is 0.13 eV. As for the HOMO-LUMO gap: 9.125 eV. The calculated total energy is -1031.1057 Ha.

```
! wB97M-V def2-TZVPD RIJCOSX def2/J DEFGRID3
* xyz 0 1
C 2.9997 0.3777 -0.6552
C 1.6368 -0.1548 -0.9838
O 1.0029 0.4305 -1.8848
N 1.0589 -1.0769 -0.1946
C 1.8408 -1.7176 0.8612
C 1.1216 -2.8005 1.7759
N 0.2690 -2.0899 2.7132
H 3.3635 0.0961 0.3261
H 3.7784 0.3318 -1.4154
H 2.9431 1.4712 -0.7722
H 0.1189 -1.4011 -0.4132
H 2.6778 -2.2448 0.3565
H 2.1871 -1.0751 1.6619
H 0.4627 -3.5107 1.2599
H 2.0249 -3.2903 2.1647
H 0.6653 -1.2657 3.1346
H -0.6855 -1.9880 2.4119
O -0.9923 1.7625 -2.5631
H -0.4106 1.4348 -3.2531
H -0.6979 1.2914 -1.7779
O -2.9585 2.5571 0.9366
H -3.6181 2.8583 1.5746
H -2.2556 3.2019 1.1241
O -0.3872 2.4188 2.3982
H 0.4146 2.2351 1.8949
H -0.9549 1.6946 2.1079
O 1.8578 0.8260 2.6361
H 1.5662 1.3198 3.4033
H 1.2229 0.5476 1.9773
O -0.6395 -3.1965 -0.9309
H -1.5951 -3.1684 -0.8152
H -0.5257 -3.2239 -1.9029
O -0.1830 -2.1030 -3.3930
H 0.2573 -1.3467 -2.9752
H -1.0310 -1.7297 -3.6565
O -2.5512 -0.5697 -1.9904
H -2.3037 0.2052 -2.5095
H -2.4617 -0.2778 -1.0621
O -0.3807 4.0673 -0.8634
H 0.0266 4.8020 -1.3214
H -0.8251 3.4627 -1.4708
O -2.4947 -0.0580 0.6717
H -3.4445 0.0821 0.6063
H -2.1003 0.8149 0.8077
*
```